[1]
C45H41INOPtTe | ωB97M-V/def2-TZVPD

Results
- E: -2554.36563 Ha
- Kohn-Sham gap (alpha / beta): 5.41 / 5.78 eV
- Relative energy (zero: lowest compared OMol25 entry of this formula, charge and spin): 4.5 kcal per mole

The geometry in ORCA input format:
```
! wB97M-V def2-TZVPD RIJCOSX def2/J DEFGRID3
* xyz -2 2
Pt 0.97 -0.19 0.60
I -1.15 -1.93 -0.89
Te 2.07 2.78 -2.37
O 2.44 -1.24 -0.48
N 1.86 0.83 -1.10
C -1.89 1.33 -3.68
C -0.15 0.98 1.65
C -0.87 1.72 2.33
C 4.46 4.00 -4.66
C 2.44 8.37 -5.99
C 1.43 -1.66 3.14
C 3.34 6.13 -5.28
C 3.24 4.90 -4.60
C -2.20 -0.10 5.95
C 1.91 -4.01 3.25
C 0.05 -4.60 -0.47
C -2.35 1.66 4.28
C 1.92 -2.79 3.83
C 2.32 7.05 -5.28
C -3.68 1.87 4.69
C 0.73 -5.66 0.16
C 0.73 -3.07 1.31
C -0.43 0.96 -5.52
C -1.59 4.44 1.75
C 1.98 1.52 -5.48
C -1.99 3.84 2.95
C -0.84 1.87 -2.93
C -4.25 1.12 5.70
C 0.04 -3.36 0.10
C 0.64 1.49 -4.80
C -1.16 2.35 -1.54
C 0.87 -1.74 1.88
C -1.63 0.65 4.93
C -3.51 0.13 6.35
C 1.16 6.72 -4.58
C 1.32 -4.19 1.98
C -2.86 6.01 3.64
C 1.33 -5.46 1.36
C -1.73 2.42 3.17
C 3.70 -0.33 -2.33
C 1.03 5.50 -3.91
C -1.70 0.87 -4.97
C 0.44 1.96 -3.49
C -2.59 4.67 3.91
C -0.26 5.25 -3.17
C -1.86 5.77 1.48
C 2.62 -0.20 -1.28
C -2.84 0.27 -5.76
C -2.52 6.57 2.41
C 2.08 4.55 -3.90
H 3.27 -0.25 -3.33
H 0.34 7.43 -4.55
H 0.76 -6.64 -0.31
H 2.75 1.07 -4.85
H 4.66 3.68 -5.68
H 1.63 8.51 -6.71
H 2.35 -4.87 3.75
H 2.38 9.20 -5.28
H -0.97 6.07 -3.32
H 2.29 2.55 -5.67
H -0.26 0.60 -6.53
H 4.19 -1.30 -2.22
H -0.08 5.15 -2.09
H -3.96 -0.46 7.13
H -5.28 1.29 5.98
H -1.62 -0.87 6.43
H -2.82 4.28 4.89
H -2.87 1.27 -3.23
H -0.73 4.32 -3.49
H 3.39 8.45 -6.52
H 1.82 -6.29 1.88
H 5.35 4.53 -4.31
H -0.50 3.15 -1.23
H -1.02 1.55 -0.82
H -1.06 3.83 1.03
H 1.51 -0.68 3.60
H -0.62 0.45 4.60
H -4.27 2.62 4.17
H -1.56 6.19 0.53
H -2.20 2.68 -1.47
H -3.34 6.62 4.40
H -3.78 0.36 -5.22
H 4.27 6.36 -5.82
H -2.96 0.78 -6.73
H 1.95 0.99 -6.43
H -0.48 -4.76 -1.40
H 2.35 -2.67 4.82
H -2.75 7.60 2.20
H -2.67 -0.79 -5.97
H 4.33 3.12 -4.04
H 4.44 0.47 -2.22
*
```

***

[2]
C21H21BBrN5O4OsS | ωB97M-V/def2-TZVPD

Results
- E: -4475.28076 Ha
- Kohn-Sham gap (alpha / beta): 9.11 / 7.07 eV
- Relative energy (zero: lowest compared OMol25 entry of this formula, charge and spin): 0.0 kcal per mole

The geometry in ORCA input format:
```
! wB97M-V def2-TZVPD RIJCOSX def2/J DEFGRID3
* xyz 0 5
Os -0.49 0.68 -0.14
Br -3.25 3.75 5.23
S 1.18 -0.82 -2.51
O -1.55 -0.90 0.28
O -1.65 -3.13 0.26
O 1.87 -2.07 -2.73
O 1.82 0.43 -2.78
N 0.73 2.26 -0.57
N 0.73 -0.78 -0.92
N 0.34 3.39 -1.21
N -2.02 2.69 -1.98
N -2.03 1.40 -1.57
C -1.02 -2.13 0.10
C -2.45 2.88 3.75
C 2.31 3.80 -0.25
C -2.77 1.56 3.48
C -0.97 2.94 1.87
C -1.90 0.23 -4.86
C -3.30 0.98 -1.55
C -2.18 0.93 2.39
C -1.28 1.60 1.55
C -2.47 -1.86 -3.83
C -1.23 -1.91 -3.22
C -4.18 -0.74 -5.29
C 1.92 2.50 0.02
C -3.28 3.06 -2.24
C -1.55 3.58 2.95
C 1.28 4.32 -1.03
C 0.46 -2.06 -0.27
C -4.13 2.00 -1.99
C -0.34 -0.85 -3.41
C -0.66 0.21 -4.23
C -2.82 -0.78 -4.65
B -0.73 3.45 -2.37
H -3.17 -2.67 -3.68
H 1.02 -2.14 0.66
H -2.15 1.07 -5.50
H -4.38 -1.64 -5.87
H -5.20 1.98 -2.10
H 1.17 5.28 -1.50
H 2.41 1.73 0.59
H -0.23 2.93 -3.34
H -1.31 4.61 3.18
H -3.47 1.03 4.11
H -0.97 -2.75 -2.60
H -2.45 -0.09 2.18
H -4.28 0.12 -5.96
H -3.48 4.06 -2.60
H -1.00 4.60 -2.53
H -0.28 3.51 1.27
H -3.53 -0.02 -1.21
H 3.21 4.30 0.06
H 0.05 1.01 -4.36
H 0.74 -2.91 -0.89
H -4.96 -0.66 -4.53
*
```

***

[3]
C16H26ClN4O4 | ωB97M-V/def2-TZVPD

Results
- E: -1604.64542 Ha
- Kohn-Sham gap: 7.51 eV

The geometry in ORCA input format:
```
! wB97M-V def2-TZVPD RIJCOSX def2/J DEFGRID3
* xyz -1 1
Cl 1.09 -0.54 0.21
O 0.67 -1.85 -0.14
O 1.33 -0.40 1.58
O 2.44 -0.41 -0.36
O 0.10 0.44 -0.34
N 2.95 1.18 -2.11
N -4.54 -1.07 1.74
N -3.46 1.48 -0.85
N 2.80 -3.60 -1.24
C -0.95 1.91 -0.47
C -2.34 1.66 -0.65
C -0.45 3.35 -0.43
C 3.15 3.41 -1.87
C 1.78 -3.89 -0.80
C -1.01 -0.57 1.52
C 1.83 1.65 -1.43
C -0.52 4.05 -1.81
C -2.04 -1.72 1.84
C -1.33 0.64 2.28
C -0.19 -3.41 0.71
C 1.97 3.00 -1.36
C 3.79 2.22 -2.36
C -3.42 -1.39 1.82
C -1.25 -4.20 1.45
C 0.45 -4.35 -0.38
H 0.36 3.92 -2.44
H -0.51 -2.42 0.41
H 0.65 -3.33 1.40
H 1.26 3.65 -0.88
H 0.54 3.31 0.03
H -2.10 -4.33 0.79
H -0.94 -5.22 1.70
H 4.76 2.20 -2.84
H -0.54 1.39 2.34
H -1.20 -0.35 0.47
H -1.39 3.71 -2.37
H -1.78 -2.60 1.26
H -1.68 -3.70 2.32
H -1.02 3.87 0.33
H -2.20 1.24 2.00
H -1.52 0.46 3.34
H 0.55 -5.39 -0.09
H -0.12 -4.37 -1.32
H 3.62 4.38 -1.77
H -0.75 1.43 0.49
H -0.73 5.10 -1.62
H -1.76 -2.00 2.86
H 3.07 0.21 -2.37
H 0.99 1.04 -1.14
H -0.36 1.26 -1.12
H -0.04 -1.02 1.71
*
```

***

[4]
C46H88CdF6NO26S13 | ωB97M-V/def2-TZVPD

Results
- E: -9759.57355 Ha
- Kohn-Sham gap: 10.36 eV

The geometry in ORCA input format:
```
! wB97M-V def2-TZVPD RIJCOSX def2/J DEFGRID3
* xyz 1 1
Cd 13.15 17.82 10.82
S 10.44 12.36 13.61
S 12.20 21.05 10.66
S 15.97 18.58 8.89
S 13.23 15.45 13.08
S 9.84 17.08 11.99
S 18.10 14.22 9.95
S 14.27 17.79 14.23
S 11.46 15.07 17.41
S 19.02 21.15 12.46
S 17.88 9.22 14.53
S 12.52 15.56 8.06
S 10.49 20.90 15.56
S 18.23 14.46 15.88
F 14.89 13.92 14.47
F 16.66 17.94 13.49
F 15.93 19.63 14.69
F 15.68 14.79 12.71
F 15.42 19.49 12.60
F 14.32 13.20 12.49
O 18.45 20.36 11.35
O 15.35 17.81 9.97
O 18.28 14.03 14.50
O 11.89 12.53 13.51
O 19.76 20.38 13.46
O 17.10 14.20 16.74
O 12.72 15.72 6.64
O 12.40 15.31 14.22
O 11.13 17.81 11.93
O 11.24 22.04 15.13
O 12.76 16.78 8.90
O 16.67 14.38 10.03
O 11.28 16.50 17.13
O 13.28 18.69 14.61
O 18.71 9.87 13.53
O 18.89 15.11 9.14
O 12.78 15.18 11.74
O 14.84 16.90 15.23
O 10.84 20.99 10.17
O 15.83 20.05 8.91
O 9.87 20.07 14.53
O 9.75 15.99 11.11
O 9.55 13.53 13.51
O 10.70 14.12 16.65
O 13.09 19.94 10.40
O 18.34 8.01 15.21
N 13.71 16.98 12.90
C 20.69 14.98 16.83
C 12.35 21.47 12.33
C 17.67 18.05 8.83
C 12.57 14.88 19.75
C 13.60 22.35 12.31
C 20.28 16.07 15.84
C 9.79 11.23 12.28
C 17.82 22.23 13.11
C 18.72 16.16 15.86
C 9.35 21.32 16.79
C 9.71 9.97 14.34
C 13.21 14.65 17.39
C 14.58 14.33 13.24
C 19.43 12.90 11.88
C 17.80 17.19 7.63
C 8.01 16.28 13.58
C 15.86 10.75 15.54
C 15.68 18.78 13.65
C 17.29 10.39 15.78
C 20.17 22.45 11.84
C 7.51 17.67 13.14
C 18.44 12.51 9.61
C 15.50 17.75 7.39
C 11.41 19.91 16.68
C 18.74 11.88 11.02
C 18.67 14.19 11.63
C 19.22 23.68 11.65
C 9.57 16.45 13.59
C 8.94 10.30 13.08
C 13.60 15.38 18.72
C 13.06 22.38 9.90
C 11.16 14.85 19.18
C 13.51 23.23 11.10
C 11.00 14.79 8.45
C 18.33 23.71 12.91
C 15.57 10.37 14.09
C 8.40 18.22 11.97
C 13.46 14.23 8.65
C 19.72 13.83 16.62
C 12.53 13.01 8.68
C 16.24 9.05 13.85
C 16.48 16.61 7.27
C 11.20 13.38 8.00
C 10.70 19.76 18.00
C 10.10 11.29 15.00
C 10.00 21.13 18.14
H 9.30 11.75 15.59
H 10.67 15.75 19.47
H 9.95 17.22 14.30
H 17.57 12.10 9.09
H 9.97 18.96 17.97
H 15.63 18.51 6.59
H 15.77 8.26 14.44
H 20.51 15.29 17.86
H 20.71 17.04 16.03
H 13.71 14.99 16.51
H 17.73 17.60 9.82
H 20.48 13.17 11.73
H 20.64 15.74 14.83
H 19.25 10.95 10.95
H 13.01 12.07 8.32
H 12.33 22.81 9.21
H 11.45 19.67 18.80
H 10.89 14.82 9.56
H 16.20 15.84 7.98
H 12.77 24.02 11.28
H 13.48 16.45 18.60
H 10.20 15.41 8.01
H 7.75 15.54 12.79
H 15.64 11.81 15.75
H 10.45 12.67 8.34
H 11.20 13.29 6.90
H 18.61 16.51 7.84
H 8.83 19.24 12.17
H 19.41 13.32 17.56
H 13.89 21.89 9.38
H 17.72 22.06 14.20
H 12.40 12.85 9.78
H 7.60 15.91 14.54
H 21.73 14.77 16.73
H 20.08 13.02 15.91
H 8.50 20.66 16.75
H 19.36 12.74 12.98
H 10.20 15.57 13.78
H 16.47 16.27 6.22
H 9.29 21.25 18.95
H 11.64 18.98 16.21
H 19.88 24.55 11.48
H 10.96 11.19 15.60
H 16.85 22.04 12.56
H 19.35 15.01 11.81
H 14.31 14.09 8.02
H 12.65 20.57 12.89
H 17.55 9.89 16.69
H 17.82 11.77 11.60
H 10.55 9.27 14.12
H 14.39 17.47 7.45
H 7.97 18.16 10.98
H 10.69 13.85 19.30
H 12.31 20.49 16.85
H 14.50 10.12 13.92
H 18.83 24.06 13.79
H 12.54 15.47 20.66
H 17.83 14.34 12.32
H 18.40 16.57 16.82
H 17.45 24.36 12.75
H 11.54 22.05 12.70
H 9.22 11.94 11.73
H 13.57 23.07 13.17
H 14.54 21.80 12.33
H 13.20 13.55 17.46
H 13.83 14.52 9.63
H 8.02 10.78 13.41
H 16.18 8.68 12.87
H 18.58 23.50 10.78
H 15.29 10.10 16.21
H 19.37 12.53 9.06
H 6.48 17.43 12.78
H 9.08 22.36 16.60
H 15.96 11.15 13.38
H 18.28 16.63 14.99
H 14.59 15.05 19.10
H 17.88 11.35 15.61
H 9.10 9.43 15.08
H 10.65 10.84 11.74
H 10.76 21.91 18.26
H 21.05 22.62 12.47
H 18.20 17.79 6.82
H 18.44 18.87 8.98
H 20.64 22.14 10.90
H 12.76 13.88 20.09
H 8.59 9.39 12.50
H 7.60 18.27 14.02
H 14.41 23.79 10.90
*
```

***

[5]
C25H27Cl3KNO6P | ωB97M-V/def2-TZVPD

Results
- E: -3797.03083 Ha
- Kohn-Sham gap: 6.62 eV
- Relative energy (zero: lowest compared OMol25 entry of this formula, charge and spin): 50.6 kcal per mole

The geometry in ORCA input format:
```
! wB97M-V def2-TZVPD RIJCOSX def2/J DEFGRID3
* xyz -1 1
K -0.46 0.78 0.96
Cl -3.04 2.43 0.54
Cl -8.08 0.53 0.77
Cl -3.93 -2.87 0.71
P 2.40 -0.07 -0.01
O -0.49 0.36 3.37
O 0.10 3.95 0.53
O 1.30 2.09 0.50
O 1.74 4.59 -4.70
O -2.32 -0.41 0.60
O 0.57 2.87 -5.69
N 0.18 -2.16 0.96
C 1.24 3.95 -2.35
C 1.01 -4.18 1.90
C 1.38 3.99 -5.92
C 2.93 0.64 -1.63
C 3.26 -1.72 -0.26
C -0.11 1.95 -2.18
C 3.73 0.67 1.04
C 0.46 2.77 -4.31
C 0.42 -4.92 0.88
C 0.32 -1.81 4.12
C -5.50 1.34 0.65
C -4.14 1.10 0.61
C -6.37 0.26 0.71
C 1.38 -1.96 3.02
C -0.86 -0.97 3.66
C -0.20 1.83 -3.56
C 1.17 3.81 -3.71
C 0.67 3.03 -0.05
C 0.59 2.98 -1.58
C 0.85 -2.80 1.90
C -0.31 -4.25 -0.09
C -5.89 -1.04 0.72
C -0.39 -2.86 0.00
C -4.53 -1.24 0.68
C -3.56 -0.20 0.63
H -0.60 1.21 -1.56
H 1.58 -4.67 2.68
H 0.02 0.69 4.12
H 4.28 -1.61 -0.63
H 2.68 -2.31 -0.96
H -0.04 -2.80 4.42
H 3.96 0.36 -1.86
H 2.29 3.68 -6.46
H 2.85 1.72 -1.57
H 2.26 0.29 -2.41
H -5.87 2.35 0.63
H 3.28 -2.26 0.68
H 2.28 -2.43 3.44
H -1.30 -1.37 2.75
H -0.74 1.02 -4.03
H 0.79 -1.34 4.99
H -6.57 -1.89 0.77
H 1.63 -0.98 2.62
H -0.80 -4.78 -0.89
H 3.80 0.12 1.98
H -1.63 -0.98 4.45
H -0.95 -2.29 -0.72
H 1.78 4.76 -1.89
H 0.52 -5.99 0.85
H 3.46 1.70 1.23
H 4.69 0.62 0.52
H 0.83 4.72 -6.54
*
```

***

[6]
C6H9O2 | ωB97M-V/def2-TZVPD

Results
- E: -384.10278 Ha
- Kohn-Sham gap (alpha / beta): 8.95 / 8.95 eV
- Relative energy (zero: lowest compared OMol25 entry of this formula, charge and spin): 63.2 kcal per mole

The geometry in ORCA input format:
```
! wB97M-V def2-TZVPD RIJCOSX def2/J DEFGRID3
* xyz 1 1
O 1.99 0.21 1.49
O -0.03 1.70 1.15
C -1.45 0.34 -0.41
C 1.60 -0.44 0.57
C -2.59 -0.04 0.17
C -0.49 0.93 0.45
C 2.09 -1.85 0.18
C -0.95 -0.02 -1.81
H -3.12 -0.48 -0.71
H -2.97 0.06 1.20
H -0.05 0.39 -2.05
H 3.23 -2.00 0.37
H 1.71 -2.44 0.91
H 1.84 -2.32 -0.70
H 0.68 -0.24 0.02
H -1.72 0.35 -2.56
H -0.67 -1.08 -1.76
*
```

***

[7]
C6H13NO2 | ωB97M-V/def2-TZVPD

Results
- E: -441.60110 Ha
- SMILES string: C=C(C)CN.C=C(O)O
- Kohn-Sham gap: 9.10 eV
- Relative energy (zero: lowest compared OMol25 entry of this formula, charge and spin): 49.5 kcal per mole

The geometry in ORCA input format:
```
! wB97M-V def2-TZVPD RIJCOSX def2/J DEFGRID3
* xyz 0 1
O -2.13 1.53 -0.01
O -2.00 -0.49 -0.96
N 0.77 0.69 -0.63
C -2.02 0.85 -1.16
C 1.29 -0.72 1.26
C 1.91 -0.17 2.29
C -1.99 1.44 -2.35
C 0.15 -1.68 1.39
C 1.67 -0.36 -0.16
H -0.20 -1.73 2.42
H -1.84 -0.95 -1.80
H 2.73 0.52 2.17
H 1.03 0.98 -1.57
H -2.02 2.51 -2.43
H -1.97 0.91 0.71
H 0.83 1.50 -0.03
H -1.93 0.87 -3.26
H 2.73 -0.06 -0.19
H -0.66 -1.38 0.74
H 0.47 -2.67 1.09
H 1.62 -0.39 3.31
H 1.54 -1.22 -0.81
*
```